A molecular structure, C36H47CrF12N4O6SSi2Te, computed with ωB97M-V/def2-TZVPD.

Last column: Mulliken charge in e.
Cartesian coordinates (Å):
Cr  0.41438  0.35970  -0.28057  0.326
C  -1.27315  6.62327  1.28859  -1.618
C  -0.48576  5.35561  1.15503  0.437
C  0.12680  4.76656  2.25145  -1.210
C  0.79931  3.57407  2.12518  -0.482
C  0.90405  2.89690  0.89839  0.443
N  1.45576  1.63282  0.83457  2.195
C  2.59286  1.32570  1.49762  0.330
C  3.40196  2.30562  2.12040  -0.767
C  4.37084  1.96704  3.02986  -1.086
C  4.60786  0.63549  3.36769  0.348
C  5.55094  0.27342  4.47630  -1.652
C  3.97758  -0.33590  2.60477  -0.995
C  3.03742  -0.01930  1.63125  -0.627
C  2.58989  -1.08544  0.63275  2.331
O  2.09181  -0.62822  -0.52890  -0.520
C  1.50207  -2.00133  1.26410  0.179
F  1.18305  -3.05233  0.50555  -0.335
F  0.33858  -1.27013  1.35419  -0.133
F  1.72769  -2.45843  2.49885  -0.328
C  3.78352  -2.01332  0.25393  0.103
F  3.53119  -2.66440  -0.88401  -0.166
F  4.92127  -1.34378  0.06762  -0.273
F  4.05489  -2.97784  1.16146  -0.286
C  0.33149  3.52837  -0.23063  -2.012
C  -0.35677  4.72658  -0.07561  -0.744
C  0.59936  2.97465  -1.63034  2.051
O  0.92707  1.66295  -1.71880  -0.088
C  1.79373  3.77897  -2.20279  0.527
F  2.85462  3.67730  -1.39684  -0.204
F  2.17829  3.36209  -3.41070  -0.194
F  1.54534  5.09695  -2.33449  -0.283
C  -0.61794  3.11510  -2.58367  -0.355
F  -1.63421  2.39279  -2.07977  -0.099
F  -1.10397  4.33692  -2.84593  -0.299
F  -0.34888  2.58421  -3.78525  -0.292
H  -1.04599  7.12223  2.22731  0.385
H  -2.33953  6.40271  1.27145  0.289
H  -1.06415  7.30518  0.46784  0.392
H  0.07108  5.24499  3.21870  0.329
H  1.24295  3.13377  3.00515  0.558
H  3.23411  3.34418  1.87488  0.595
H  4.94206  2.75173  3.50623  0.423
H  5.58359  1.07114  5.21658  0.407
H  6.56152  0.12293  4.09554  0.287
H  5.22822  -0.64530  4.96086  0.411
H  4.22648  -1.36880  2.79280  0.512
H  -0.81018  5.21361  -0.92275  0.632
C  2.90083  -2.52686  -5.71232  -1.179
Si  1.93374  -1.09952  -4.87249  0.254
C  0.67150  -0.42841  -6.14667  -1.041
C  3.15518  0.24856  -4.31963  -0.555
C  1.05149  -1.79553  -3.34247  0.558
Te  -0.45640  -0.37275  -2.72720  -0.156
C  -2.06600  -1.67114  -3.41420  -1.159
Si  -2.45974  -3.29253  -2.50076  0.214
C  -4.22926  -3.75648  -3.04912  -1.197
C  -2.37382  -3.00467  -0.62451  -0.406
C  -1.20737  -4.65209  -3.00603  -1.191
H  3.46011  -2.16366  -6.56740  0.321
H  2.24423  -3.31619  -6.06206  0.305
H  3.60942  -2.97021  -5.02130  0.332
H  1.16055  -0.11535  -7.06429  0.414
H  0.14162  0.42685  -5.73194  0.251
H  -0.06886  -1.17894  -6.41020  0.316
H  3.47293  0.89089  -5.13463  0.436
H  4.04315  -0.19236  -3.87704  0.343
H  2.69199  0.87273  -3.56227  -0.234
H  1.74526  -1.88361  -2.51450  -0.429
H  0.57021  -2.75121  -3.50557  0.134
H  -1.82990  -1.86075  -4.45910  0.696
H  -2.95067  -1.03629  -3.40192  0.658
H  -4.94013  -3.07392  -2.59217  0.333
H  -4.50572  -4.76614  -2.76154  0.345
H  -4.34873  -3.67605  -4.12628  0.342
H  -3.23897  -2.42956  -0.31351  0.146
H  -1.48076  -2.43102  -0.37619  -0.574
H  -2.35404  -3.92665  -0.05220  0.698
H  -0.95089  -4.59839  -4.05924  0.384
H  -1.60496  -5.64408  -2.82035  0.348
H  -0.28724  -4.56025  -2.43905  0.300
C  -1.58091  -3.78880  3.73113  -1.706
C  -1.80635  -2.29847  3.61896  1.020
S  -3.36614  -1.91097  4.48356  1.319
O  -4.45899  -2.52403  3.79259  -0.649
O  -3.18529  -2.27200  5.87276  -0.728
C  -3.53162  -0.08372  4.52774  -0.746
C  -3.90253  0.62789  3.23828  -0.817
N  -3.08458  0.38997  2.07410  0.716
C  -1.76484  0.73638  1.86309  -0.313
N  -1.45644  0.69957  0.56706  1.379
C  -2.58640  0.33739  -0.09463  -0.891
C  -3.62836  0.15131  0.80700  -1.097
N  -4.89513  -0.22834  0.49145  1.032
O  -5.82064  -0.21395  1.35989  -0.910
O  -5.08991  -0.56795  -0.71351  -0.799
C  -0.82812  1.04923  2.97349  -0.445
H  -0.61329  -4.06615  3.31598  0.385
H  -2.36570  -4.32152  3.19958  0.399
H  -1.61054  -4.07740  4.78098  0.467
H  -1.92440  -1.96950  2.59313  -0.789
H  -1.02477  -1.74755  4.13301  0.349
H  -2.60002  0.25420  4.97332  0.355
H  -4.33243  0.07170  5.25025  0.566
H  -3.91999  1.70622  3.45316  0.219
H  -4.91129  0.30661  2.93424  0.434
H  -2.67528  0.29021  -1.16160  1.001
H  -1.03726  2.02962  3.40380  0.540
H  0.18893  1.04772  2.58942  -0.720
H  -0.88956  0.30685  3.76409  -0.021

## Properties
Relative energy (zero: lowest compared OMol25 entry of this formula, charge and spin) in kcal per mole: 31.6
⟨S²⟩: 6.057
Largest force on an atom in eV/A: 2.3
HOMO level (alpha / beta) in eV: -3.147 / -5.161
Net charge: -1
Energy in eV: -151259.12127
2S+1: 5

---

A molecular structure, C32H50N4O6P2Pt, computed with ωB97M-V/def2-TZVPD.

Last column: Mulliken charge in e.
Cartesian coordinates (Å):
Pt  -0.35228  1.50820  0.82535  1.887
C  1.46127  3.72258  2.85059  -1.334
C  2.38918  2.56936  2.44921  -1.102
C  2.58262  2.36526  0.99349  1.263
C  3.82052  2.85427  0.39727  -0.815
C  4.05411  2.80065  -0.93647  -0.824
C  3.25660  2.01220  -1.67354  -0.902
C  2.10738  1.19525  -0.98811  0.062
N  1.71738  1.71176  0.28169  -0.442
N  0.02855  3.60189  2.35335  0.275
C  -0.98506  3.41742  3.36085  -1.477
C  -1.40974  2.00046  3.59698  0.928
C  -2.13381  1.66869  4.74608  -0.931
C  -2.51231  0.34921  4.99912  -0.559
C  -2.09318  -0.63684  4.07648  -1.101
C  -1.26851  -0.29412  3.01079  -0.648
N  -0.97940  1.00688  2.76127  0.206
C  -0.35489  4.71224  1.43860  -0.711
C  -1.60954  4.25541  0.70760  1.050
C  -2.55429  5.21644  0.42064  -1.306
C  -3.59747  4.89170  -0.52195  -0.403
C  -3.70187  3.56442  -1.01516  -1.206
C  -2.67284  2.72317  -0.71265  0.251
N  -1.66726  3.02068  0.15094  -0.123
H  1.84313  4.67496  2.55710  0.516
H  1.45982  3.71096  3.92422  0.529
H  2.00941  1.58685  2.81531  -0.242
H  3.31478  2.67372  2.93064  1.032
H  4.56300  3.16258  1.05453  0.640
H  4.77680  3.46149  -1.28891  0.602
H  3.31434  1.91592  -2.76558  0.586
H  1.21648  1.24903  -1.67601  0.172
H  -1.83975  4.00661  3.08126  0.496
H  -0.68944  3.82765  4.36219  0.712
H  -2.35309  2.48244  5.45813  0.525
H  -3.14269  0.17809  5.85608  0.493
H  -2.46210  -1.67913  4.23778  0.454
H  -0.95317  -0.98234  2.25510  1.074
H  0.54411  4.81949  0.80147  0.486
H  -0.72805  5.60090  2.01562  0.427
H  -2.54762  6.21923  0.74619  0.488
H  -4.38841  5.58533  -0.66048  0.487
H  -4.35053  3.33557  -1.78034  0.569
H  -2.70776  1.67113  -1.10798  0.222
C  -3.22708  -3.47134  0.37697  -1.495
C  -3.07475  -2.93380  -0.99610  0.432
C  -4.09452  -1.84873  -1.17666  -0.919
O  -1.59529  -2.41127  -1.20043  -0.122
P  -0.92122  -1.04784  -1.44391  -0.329
O  -0.74757  -0.23417  -0.18966  0.557
C  0.71712  -1.54281  -2.08975  -0.972
P  2.06406  -1.57525  -0.90470  0.277
O  2.57691  -0.08481  -0.81295  -0.312
O  1.53385  -2.13905  0.42633  0.290
C  2.37692  -2.60518  1.56484  0.597
C  2.17283  -1.60333  2.73180  -1.393
C  2.03569  -4.01059  1.90876  -1.555
O  3.22735  -2.40932  -1.42095  -0.378
C  3.10215  -3.87823  -1.91070  0.547
C  4.31154  -4.63194  -1.37715  -1.446
C  3.13706  -3.74283  -3.41489  -1.091
O  -1.52803  -0.06777  -2.47149  -0.262
C  -2.20253  -0.37275  -3.75772  0.505
C  -1.89883  -1.77583  -4.32599  -1.383
C  -1.68749  0.70515  -4.69921  -1.504
H  -4.17473  -4.02231  0.48010  0.462
H  -3.17892  -2.61135  0.97251  0.331
H  -2.44752  -4.17064  0.49667  0.405
H  -3.08762  -3.64674  -1.77709  0.422
H  -4.07995  -1.02417  -0.38529  0.183
H  -5.03562  -2.31165  -1.11335  0.559
H  -4.07536  -1.35648  -2.16875  0.019
H  1.14157  -1.00483  -2.94273  0.800
H  0.58768  -2.54390  -2.44393  0.863
H  3.46525  -2.51035  1.40108  0.384
H  1.18897  -1.69154  3.20428  0.304
H  2.33025  -0.54179  2.45112  0.085
H  2.89661  -1.91888  3.50053  0.583
H  0.98094  -4.12690  2.22159  0.294
H  2.68725  -4.25112  2.75809  0.464
H  2.23061  -4.70358  1.10132  0.353
H  2.22928  -4.23751  -1.42773  0.370
H  5.14178  -4.02911  -1.71211  0.380
H  4.40939  -5.57090  -1.93508  0.439
H  4.24067  -4.91207  -0.34332  0.345
H  4.12083  -3.37516  -3.78075  0.343
H  2.32648  -3.08250  -3.79212  0.199
H  2.86734  -4.66522  -4.00862  0.409
H  -3.21431  -0.31353  -3.60348  0.352
H  -0.96373  -1.90056  -4.88894  0.332
H  -2.64086  -1.92950  -5.04676  0.564
H  -1.88893  -2.58014  -3.58945  0.272
H  -0.60478  0.64675  -4.80051  0.319
H  -1.94085  1.68062  -4.34547  0.369
H  -2.19430  0.64906  -5.68702  0.451

## Properties
⟨S²⟩: 6.032
Largest force on an atom in eV/A: 3.9
HOMO level (alpha / beta) in eV: -19.239 / -20.266
Net charge: +4
Energy in eV: -74026.73730
2S+1: 5

---

A molecular structure, C4H6HgLiO2, computed with ωB97M-V/def2-TZVPD.

Last column: Mulliken charge in e.
Cartesian coordinates (Å):
O  0.01036  -1.25071  -0.73736  -0.834
C  1.02743  -1.85695  -1.21904  0.378
C  1.66942  -1.96488  -2.39469  -0.642
Li  -0.70860  -1.57649  0.95362  0.880
Hg  -0.23071  0.67371  -1.44630  0.664
H  1.11047  -1.81263  -3.32797  0.238
H  2.61540  -2.50234  -2.45895  0.250
C  -1.20743  1.08381  1.71472  0.272
C  -0.93949  2.24664  1.08922  -0.893
O  -0.27227  0.10216  1.90811  -0.520
H  -2.08431  0.92739  2.34596  0.356
H  -1.63293  3.07834  1.20960  0.218
H  0.02116  2.40582  0.59250  0.327
H  0.62150  0.44612  1.77060  0.304

## Properties
⟨S²⟩: 2.008
Largest force on an atom in eV/A: 3.3
HOMO level (alpha / beta) in eV: -11.240 / -12.332
Net charge: +1
Energy in eV: -12709.72257
2S+1: 3

---

2 unconnected molecules or ions with the total composition C4H3NO4, computed with ωB97M-V/def2-TZVPD.

Last column: Mulliken charge in e.
Cartesian coordinates (Å):
C  0.18092  0.59895  0.06601  -0.827
N  -0.55252  0.26217  -1.16100  0.069
C  -1.72495  -0.11817  -1.69884  0.353
O  -2.76690  -0.57203  -1.39836  -0.524
C  -0.64096  0.48588  -2.50559  0.385
O  -0.08353  0.93230  -3.42942  -0.482
H  -0.46046  0.32956  0.82520  0.341
H  0.40588  1.61610  0.06981  0.353
H  0.96384  -0.07710  0.09010  0.333
O  -2.84186  -3.38124  0.78637  -0.358
C  -1.79499  -3.06476  0.43371  0.727
O  -0.75938  -2.79931  0.04701  -0.368

## Properties
Relative energy (zero: lowest compared OMol25 entry of this formula, charge and spin) in kcal per mole: 11.4
SMILES: Cn1c(=O)c1=O.O=C=O
Largest force on an atom in eV/A: 2.8
HOMO level in eV: -9.917
Energy in eV: -13875.38241